A molecular structure, C16H25Cl2NO2Os at a distorted geometry, computed with wB97M-V/def2-TZVPD.

```
47
Properties=species:S:1:pos:R:3:forces:R:3:mulliken_charge:R:1
H 1.60796 2.04897 -1.20445 -0.5 -0.1 -0.4 0.3521
C 2.48952 -0.76824 -0.99414 0.3 0.0 0.7 -1.4011
H -2.23608 0.05330 2.83478 0.0 0.0 0.3 0.1010
H -0.00043 0.81345 5.99434 0.2 0.0 -0.2 0.3565
C 0.62468 -3.26864 -1.53450 0.0 -0.1 0.3 -1.7013
H -2.10836 0.43258 -4.32373 0.3 -0.1 0.1 0.3659
H 3.19297 -1.37734 -1.58589 -0.3 0.1 0.0 0.3331
H -0.27396 1.02872 1.36369 0.2 0.4 0.6 0.6350
H 2.40908 -1.20390 0.02303 0.1 0.2 -0.3 0.0956
H -0.24038 -3.77783 -1.10192 0.1 0.0 0.0 0.3022
Os -1.12340 -0.46047 -0.57676 -1.4 0.9 2.3 1.8921
H 3.36149 1.65158 2.36542 0.1 0.0 -0.1 0.2962
H -1.97303 -0.55754 4.48223 -0.1 0.1 -0.1 0.2615
C 0.29386 -1.84507 -1.81359 -0.6 0.0 -1.5 0.6153
N 0.10053 1.28287 2.72408 -0.4 -0.4 -0.1 -0.1697
C -1.92489 0.33770 3.85019 -0.6 -0.3 -0.3 -1.0438
C 1.53924 1.52552 4.48178 -1.8 -0.3 -2.2 -1.0254
C 0.44734 0.45219 -2.05914 2.1 -0.7 -1.9 0.5598
H -1.69238 -2.63625 -4.06220 0.1 -0.1 -0.2 0.2847
H -2.73552 1.12702 -0.26969 -0.7 -1.2 -0.7 0.3224
C 0.28976 1.03354 4.96576 -0.4 0.0 -0.8 -0.6638
H -2.68554 1.21614 -2.85631 0.5 -0.2 -0.1 0.2791
O -0.45234 1.06148 0.31073 0.2 1.3 0.0 -1.0331
H -1.24623 1.85275 -3.67993 -0.1 0.1 -0.2 0.4609
C 1.13386 -0.71428 -1.58905 -0.9 1.2 -0.7 0.6677
Cl -1.97777 -2.25647 0.28455 -1.7 -3.6 1.7 -0.5164
H 2.42213 1.77261 5.00893 0.8 0.1 0.5 0.4475
H 1.42544 -3.32554 -0.79399 -0.1 0.0 0.0 0.4199
H 0.19755 2.54851 -2.17691 0.3 -0.1 0.2 0.4360
H 2.45395 3.14701 2.04632 0.1 0.0 -0.2 0.2404
H -2.61797 1.08386 4.25536 -0.3 -0.1 -0.1 0.2675
C -0.92274 -1.38945 -2.47818 1.3 0.2 -1.0 0.8498
C 1.35284 1.62631 3.05953 0.4 0.1 2.5 0.4411
C -1.98133 -2.24156 -3.09054 0.3 0.1 0.3 -1.5957
C -0.55540 0.86836 3.83395 2.0 0.8 1.5 0.2421
C 2.38635 2.05214 2.08149 -0.2 0.1 -0.4 -0.6585
C -1.76615 0.93426 -3.41209 -0.4 0.3 0.6 -1.7913
Cl 0.95287 -1.63511 1.89713 0.2 -0.4 -0.3 -0.7326
H -2.18647 -3.06769 -2.42099 -0.2 -0.3 0.1 0.3202
H 2.91244 0.23528 -0.88993 0.0 -0.1 0.0 0.4180
C 1.01040 1.81026 -2.10661 0.5 1.0 0.3 -1.9492
H -2.87467 -1.64773 -3.20801 -0.5 0.1 0.0 0.4264
H 1.68047 1.98155 -2.97689 -0.3 -0.2 0.2 0.1951
H 0.92519 -3.81652 -2.43686 0.0 0.1 -0.1 0.2697
C -0.84170 0.08484 -2.58276 0.9 -1.3 -1.4 0.1588
H 2.13120 1.67830 1.08257 0.1 0.1 0.1 -0.1636
O -2.92435 0.24853 -0.72077 0.2 2.1 1.0 -0.8683
```
Forces are in eV/Å.

Results
- calculated total energy (eV) = -50092.40924
- net charge = -2
- spin multiplicity = 5
- max |F| (eV/Å) = 4.319
- orbital gap (alpha / beta) (eV) = 3.618 / 4.331
- highest occupied orbital energy (alpha / beta) (eV) = 0.857 / 0.122
- E_LUMO (alpha / beta) (eV) = 4.475 / 4.453

***

A molecular structure, C5H9NO at a distorted geometry, computed with wB97M-V/def2-TZVPD.

```
16
Properties=species:S:1:pos:R:3:forces:R:3:mulliken_charge:R:1
H 2.08120 1.12525 -2.46072 -0.1 0.0 0.3 0.2354
O 2.02760 -1.07382 -1.10055 0.0 0.6 0.1 -0.5363
H 1.40041 0.96569 2.28923 -0.1 0.0 0.0 0.2652
N 1.23197 0.88889 -1.96121 -0.2 0.2 0.1 -0.3376
C -0.92490 -0.71408 0.33102 -2.0 0.5 1.6 -0.0104
C 1.16710 -0.24662 -1.23895 -1.4 -2.4 -0.9 0.2897
H 0.91312 -0.81926 2.33606 0.0 0.0 -0.1 0.2294
H -3.00001 -1.17494 -0.09383 0.0 0.0 0.3 0.2854
C 0.78331 0.16441 1.89930 -0.5 0.3 -1.0 -0.7618
H -0.60125 -1.70649 0.67708 0.0 0.0 -0.7 0.3191
H -0.29315 -0.83616 -0.91623 2.2 1.5 -0.7 0.1861
H -0.24722 1.38174 0.52241 0.1 -0.1 -0.2 0.2949
H -2.66818 0.55781 0.47446 0.1 0.1 -0.2 0.2638
C -0.05877 0.36740 0.86868 0.3 -0.1 2.0 -0.2222
H 0.48513 1.56104 -1.90850 0.1 -0.1 -0.1 0.2204
C -2.29638 -0.44088 0.28173 1.4 -0.6 -0.5 -0.7214
```
Forces are in eV/Å.

Results
- ΔE to the lowest compared entry with this formula, charge and spin (kcal per mole) = 115.94
- calculated total energy (eV) = -8864.18492
- net charge = 0
- max |F| (eV/Å) = 2.941
- orbital gap (alpha / beta) (eV) = 7.758 / 7.660
- highest occupied orbital energy (alpha / beta) (eV) = -7.567 / -7.589
- E_LUMO (alpha / beta) (eV) = 0.191 / 0.071